94
Properties=species:S:1:pos:R:3:forces:R:3 method="wB97M-V/def2-TZVPD" charge=+1 e_lumo_ev="-6.04 / -6.12" multiplicity=2 relative_energy_kj_mol=282.08
Ru 0.1605 0.5347 -0.2333 0.11 1.16 1.08
Se -0.4156 -0.2278 6.6005 0.32 -0.07 -0.18
P 1.4111 -0.1474 5.5452 -0.79 -0.16 0.40
C 2.1912 1.4372 5.9007 0.14 -0.06 -0.25
C 3.1636 1.5344 6.8921 0.05 0.23 -0.08
C 3.6180 2.7901 7.2865 -0.08 -0.13 -0.02
C 3.0845 3.9361 6.7104 0.06 0.01 0.06
C 2.1022 3.8339 5.7334 -0.07 0.03 -0.11
C 1.6528 2.5869 5.3290 0.07 0.09 -0.08
C 2.5810 -1.4685 5.9770 0.11 0.11 -0.23
C 2.1143 -2.5557 6.7068 0.07 -0.14 0.03
C 2.9860 -3.5846 7.0500 -0.08 0.05 -0.03
C 4.3209 -3.5207 6.6737 -0.01 -0.12 0.07
C 4.7897 -2.4337 5.9484 0.04 0.15 -0.11
C 3.9214 -1.4118 5.5899 -0.01 -0.11 0.07
C 1.0838 -0.3495 3.7270 -0.47 -0.42 -0.22
C 1.5880 -0.0548 2.4569 -0.38 -0.39 -0.14
N 0.6517 -0.5301 1.5721 0.39 0.33 -0.32
N -0.3274 -1.1214 2.2545 0.58 0.13 0.15
N -0.0851 -1.0434 3.5185 0.08 -0.13 0.35
P 3.1610 0.3236 1.6334 0.13 -0.07 -0.27
Se 2.7840 0.3144 -0.4884 -0.02 0.01 -0.19
C 4.2166 -1.0816 2.0517 0.00 0.03 0.23
C 5.5987 -0.9177 2.1244 -0.02 -0.05 -0.01
C 6.4073 -2.0116 2.4092 0.00 0.04 -0.05
C 5.8389 -3.2606 2.6144 0.00 -0.06 -0.02
C 4.4619 -3.4283 2.5169 0.12 0.04 0.10
C 3.6495 -2.3423 2.2346 0.15 0.03 0.13
C 4.0445 1.7868 2.1837 -0.14 0.06 0.05
C 4.3861 2.7772 1.2654 0.00 0.09 0.08
C 5.0784 3.9011 1.6956 0.01 -0.05 0.05
C 5.4374 4.0263 3.0325 0.02 0.02 -0.08
C 5.1323 3.0185 3.9383 -0.03 -0.13 0.04
C 4.4348 1.8961 3.5165 0.10 0.14 -0.06
H 3.5508 0.6418 7.3634 0.05 -0.01 0.03
H 4.3771 2.8671 8.0560 -0.05 0.01 -0.02
H 3.4299 4.9128 7.0324 -0.03 -0.08 -0.04
H 1.6798 4.7290 5.2878 0.04 -0.08 0.06
H 0.8726 2.5045 4.5784 -0.01 -0.01 0.06
H 1.0740 -2.5815 7.0122 0.05 0.03 -0.01
H 2.6179 -4.4280 7.6240 0.05 0.07 -0.04
H 5.0021 -4.3180 6.9554 -0.07 0.09 -0.02
H 5.8340 -2.3760 5.6623 -0.07 -0.01 0.02
H 4.2983 -0.5657 5.0260 0.00 -0.16 0.08
H 6.0408 0.0576 1.9479 -0.02 -0.09 0.08
H 7.4829 -1.8873 2.4631 -0.08 0.00 0.01
H 6.4700 -4.1123 2.8447 -0.05 0.08 -0.02
H 4.0213 -4.4071 2.6675 0.17 0.15 0.18
H 2.5758 -2.4748 2.1502 0.20 0.12 0.34
H 4.1182 2.6649 0.2231 -0.07 0.02 0.03
H 5.3411 4.6743 0.9835 -0.02 -0.04 0.05
H 5.9710 4.9084 3.3684 -0.02 -0.07 -0.03
H 5.4355 3.1005 4.9737 -0.03 0.01 -0.02
H 4.2053 1.1065 4.2184 0.00 0.16 -0.01
I -0.1129 -0.5760 -2.5989 -0.19 0.05 0.61
C 0.1638 2.5857 -0.5655 -0.36 -0.87 -0.38
I 0.5382 3.1859 1.4336 -0.03 -0.34 -0.24
H -0.7451 3.0674 -0.8998 -0.10 0.07 -0.01
H 1.0211 2.8577 -1.1621 0.18 0.15 -0.11
Cl -2.6941 1.3264 2.1543 -0.22 0.05 0.17
Si -2.1793 0.6768 0.2899 1.84 0.10 -0.74
Cl -2.9564 -1.3093 0.2593 -0.08 -0.97 -0.04
Cl -3.3568 1.6268 -1.0876 -0.28 0.12 0.00
C -1.0997 -5.5227 2.1861 -0.04 0.07 -0.12
C -1.1580 -3.9953 2.2889 -0.11 0.10 -0.07
C -2.5461 -3.5179 2.7045 0.11 -0.10 0.04
Sb -0.5633 -3.1136 0.3660 -0.48 -0.59 0.77
C 1.5910 -3.5969 0.0745 0.18 0.59 -0.35
C 1.9061 -3.8573 -1.3903 -0.16 -0.04 -0.07
C 2.0258 -4.7371 0.9835 -0.45 -0.18 0.01
C -1.8085 -4.2962 -1.0063 -0.29 0.47 -0.55
C -1.1471 -5.6454 -1.2951 0.26 0.15 0.19
C -2.1790 -3.5573 -2.2867 -0.05 -0.21 -0.01
H -1.2609 -5.9417 3.1854 0.00 0.08 -0.08
H -0.1424 -5.8984 1.8231 -0.12 -0.03 0.08
H -1.8961 -5.9063 1.5424 0.05 0.01 0.08
H -0.4104 -3.6223 2.9947 -0.04 0.03 -0.14
H -3.3097 -3.8617 1.9997 0.03 0.05 0.07
H -2.6031 -2.4372 2.7947 0.03 0.06 0.02
H -2.7838 -3.9440 3.6855 0.06 0.01 -0.11
H 2.0559 -2.6641 0.3909 -0.08 0.02 -0.26
H 1.5200 -4.8256 -1.7149 0.12 0.08 0.04
H 2.9943 -3.8768 -1.5150 -0.08 0.04 0.08
H 1.5165 -3.0828 -2.0528 0.05 0.03 0.05
H 1.6490 -5.6981 0.6240 0.02 0.07 0.04
H 1.7134 -4.6011 2.0227 0.08 -0.04 -0.05
H 3.1205 -4.7874 0.9716 -0.29 0.05 -0.23
H -2.6954 -4.4236 -0.3777 0.07 0.06 0.05
H -0.3421 -5.5376 -2.0226 -0.12 -0.03 0.03
H -1.8964 -6.3124 -1.7350 -0.01 0.12 0.07
H -0.7541 -6.1403 -0.4047 -0.02 -0.02 -0.10
H -1.3127 -3.4469 -2.9445 -0.09 -0.02 0.09
H -2.6001 -2.5718 -2.0973 0.03 -0.04 -0.02
H -2.9340 -4.1415 -2.8246 0.08 0.00 0.06

***

93
Properties=species:S:1:pos:R:3:forces:R:3 method="wB97M-V/def2-TZVPD" charge=+2 e_lumo_ev=-7.09 relative_energy_kj_mol=93.93
Pt 0.4095 -0.0582 0.3690 0.40 0.38 -0.93
C 3.7383 -5.7289 1.2199 0.09 0.01 -0.10
O 2.7416 -6.6862 0.9050 -0.17 0.06 0.14
C 1.7009 -6.4380 0.0794 0.02 -0.03 -0.01
C 1.0449 -7.5995 -0.3482 -0.01 -0.02 0.00
C -0.0241 -7.5536 -1.2130 0.01 0.01 0.02
C -0.4691 -6.3297 -1.7114 -0.01 0.00 -0.01
C 0.1617 -5.1774 -1.3032 0.03 -0.02 -0.17
C 1.2191 -5.2079 -0.3832 0.08 -0.08 0.04
N 1.7627 -3.9381 0.0247 0.15 -0.03 -0.01
C 0.9912 -2.9187 0.4296 -0.05 -0.05 -0.03
N -0.2450 -3.2148 0.8359 -0.10 0.09 0.09
C -1.3323 -2.3620 1.1285 0.15 -0.01 -0.12
C -1.2753 -0.9904 0.9285 -0.09 0.15 0.25
C -2.3374 -0.1357 1.0734 -0.02 -0.03 -0.04
C -3.5467 -0.6762 1.4991 -0.03 -0.04 -0.03
C -3.6420 -2.0240 1.7573 0.00 0.01 0.01
C -2.5603 -2.8890 1.5805 0.00 -0.03 0.08
O -2.8639 -4.1702 1.8826 -0.02 0.03 -0.08
C -1.9908 -5.2936 1.8371 0.04 -0.01 0.04
N 1.4882 -1.6869 0.4787 -0.08 -0.24 0.59
C 2.8389 -1.4061 0.1368 0.00 0.04 0.10
C 3.1040 -0.9391 -1.1617 -0.02 0.04 -0.06
C 4.3800 -0.6133 -1.5591 0.03 0.02 -0.03
C 5.4269 -0.7646 -0.6507 -0.01 -0.02 0.00
C 5.1893 -1.2424 0.6214 -0.01 0.02 -0.03
C 3.8992 -1.5720 1.0499 0.02 -0.01 0.03
O 3.8606 -2.0966 2.2950 0.02 0.03 -0.02
C 2.6997 -2.1793 3.1169 -0.03 -0.07 -0.04
H 4.4717 -6.2604 1.8190 0.00 -0.01 -0.01
H 3.3443 -4.9000 1.8034 -0.03 0.08 0.06
H 4.2373 -5.3637 0.3166 -0.05 0.02 -0.01
H 1.4260 -8.5408 0.0246 0.00 0.00 0.00
H -0.5002 -8.4742 -1.5217 0.00 0.00 0.00
H -1.2802 -6.2807 -2.4241 0.00 -0.01 -0.01
H -0.1465 -4.2204 -1.7114 0.01 0.00 0.03
H 2.7201 -3.7168 -0.2039 -0.04 0.08 -0.11
H -0.4507 -4.2007 0.7826 -0.04 0.01 -0.08
H -2.2517 0.9234 0.8777 -0.01 0.02 0.04
H -4.4071 -0.0330 1.6251 0.01 0.00 0.00
H -4.5696 -2.4676 2.0918 0.00 0.00 0.00
H -2.5753 -6.1209 2.2268 -0.01 0.00 0.00
H -1.1198 -5.1577 2.4826 0.00 0.01 -0.01
H -1.7030 -5.5480 0.8110 -0.02 0.00 0.01
H 2.2730 -0.8809 -1.8563 0.05 -0.03 0.01
H 4.5676 -0.2669 -2.5655 0.00 0.00 0.00
H 6.4389 -0.5205 -0.9445 0.00 0.00 0.00
H 5.9975 -1.3831 1.3268 0.00 0.00 -0.01
H 3.0758 -2.3193 4.1269 0.01 -0.01 -0.01
H 2.0823 -3.0400 2.8537 -0.02 -0.04 -0.04
H 2.1055 -1.2723 3.0653 0.02 -0.01 -0.01
C -2.6119 2.2091 -2.4686 0.04 0.02 0.01
C -2.2709 2.6668 -1.0672 0.18 -0.25 -0.04
C -3.3141 3.2474 -0.3401 -0.06 0.05 0.15
C -3.1685 3.7113 0.9564 -0.08 -0.04 -0.13
Cl -4.5222 4.3826 1.7855 0.00 -0.01 0.00
C -1.9332 3.6521 1.5765 0.12 0.00 -0.01
C -0.8818 3.0903 0.8804 0.13 0.08 -0.09
C -1.0453 2.5652 -0.3976 -0.31 0.62 0.10
O 0.1527 1.9585 -0.8500 -0.28 -0.79 0.37
C 0.3003 1.5111 -2.2110 -0.09 0.03 -0.23
C -0.1770 0.0772 -2.4534 0.23 0.17 0.16
O -0.4309 -0.3346 -3.5455 0.02 0.14 -0.07
O -0.2044 -0.7118 -1.3822 -0.18 -0.33 0.05
H -3.6891 2.2668 -2.6037 0.00 0.00 0.00
H -2.3225 1.1832 -2.6851 -0.01 0.01 0.02
H -2.1656 2.8587 -3.2231 0.00 -0.02 0.00
H -4.2849 3.3288 -0.8108 0.01 0.00 -0.01
H -1.7945 4.0612 2.5676 0.01 0.01 -0.01
H 0.1138 3.0813 1.3035 0.02 -0.07 0.09
H 1.3718 1.5398 -2.4121 0.03 0.03 0.02
H -0.1931 2.1883 -2.8959 0.01 0.04 -0.02
C -0.6497 -0.2725 3.9313 0.07 -0.05 0.08
N 0.1727 0.9238 4.0346 -0.11 0.03 -0.16
C -0.3717 1.9491 4.9260 0.01 -0.02 -0.01
C 1.2337 1.1682 3.2478 -0.07 0.36 0.04
N 1.3710 0.7001 2.0061 0.04 -0.23 0.07
N 2.2158 1.9534 3.7444 0.00 -0.01 -0.01
C 3.2154 2.5506 2.8677 0.00 0.03 -0.02
C 2.5842 1.9274 5.1619 0.01 0.00 0.00
H -0.9040 -0.5932 4.9422 0.03 -0.02 0.01
H -0.0948 -1.0732 3.4490 -0.01 0.01 -0.05
H -1.5728 -0.0883 3.3855 0.00 0.01 0.05
H -1.4125 2.1294 4.6500 0.00 -0.01 0.01
H 0.1814 2.8777 4.8251 -0.01 -0.01 -0.01
H -0.3412 1.6208 5.9653 0.00 0.01 0.01
H 2.3438 0.7605 1.7225 0.01 -0.05 0.05
H 3.9940 1.8355 2.5776 0.00 0.01 0.01
H 3.6979 3.3638 3.4047 -0.01 0.00 0.00
H 2.7503 2.9678 1.9751 -0.01 -0.04 0.00
H 1.9394 1.2510 5.7124 0.02 -0.02 -0.01
H 2.5164 2.9238 5.5980 -0.01 0.00 0.00
H 3.6131 1.5759 5.2535 0.00 0.01 0.00